C3H5Cl2NS | wB97M-V/def2-TZVPD

Cartesian coordinates (Å):
C -1.9998 -0.0791 -0.3676
C -1.0356 -0.8771 -0.7676
C 1.3262 0.0106 0.7294
N 1.2775 1.2852 0.4316
S 1.6634 1.9740 -1.0218
Cl -1.1878 -2.6500 -0.5864
Cl 2.5337 -1.1730 0.1429
H -1.7193 0.9561 -0.4310
H -2.8275 -0.5220 0.1195
H -0.0306 -0.6166 -1.1237
H 0.9214 -0.2552 1.7224
H 1.0785 1.9471 1.1522

Atoms 1-6, force components in eV/Å:
C 1.6 -0.2 -0.3
C 0.6 -1.5 0.1
C 1.3 0.0 2.2
N 0.9 -1.9 -1.2
S 0.3 0.4 -0.6
Cl 0.1 0.9 -0.2

Maximum force in eV Å⁻¹: 2.55
Structure (SMILES): [S-]/[NH+]=C\Cl.C=CCl
E_HOMO (alpha / beta) in eV: -8.4 / -8.4
Energy above the lowest of the compared OMol25 structures with the same formula, charge and spin in kcal per mole: 67.5

=====

C54H49CoN2O2P2S2 | wB97M-V/def2-TZVPD

Cartesian coordinates (Å):
Co -0.0312 -0.2297 0.9202
O -0.8841 2.8314 1.5279
S -0.1510 2.1716 0.4581
C -1.0093 2.9493 -0.9687
C -0.6226 4.1852 -1.4308
C -1.4765 5.0302 -2.1624
C -2.7491 4.6029 -2.4129
C -3.9140 5.2784 -3.0719
C -5.0370 4.2172 -3.0802
C -4.4534 3.0313 -2.3742
C -4.9789 1.8097 -2.0561
C -4.1710 0.9007 -1.3636
C -2.8706 1.1639 -0.9597
P -2.0947 -0.2477 -0.0587
C -3.3906 -0.5457 1.1889
C -4.4347 -1.4564 1.0632
C -5.3428 -1.6140 2.0945
C -5.2350 -0.8473 3.2430
C -4.2049 0.0721 3.3664
C -3.2839 0.2226 2.3465
C -2.2862 -1.5745 -1.2908
C -2.1798 -1.2969 -2.6506
C -2.3569 -2.3002 -3.5835
C -2.6361 -3.5928 -3.1706
C -2.6844 -3.8875 -1.8176
C -2.4888 -2.8900 -0.8798
C -2.2933 2.4263 -1.2791
C -3.1272 3.3093 -2.0032
C 1.4541 3.0029 0.3720
C 1.4519 4.2737 0.9009
C 2.5505 5.1398 0.8139
C 3.6467 4.7030 0.1228
C 4.9397 5.3857 -0.2048
C 5.7447 4.3470 -1.0177
C 4.8678 3.1328 -1.0708
C 5.0491 1.8980 -1.6309
C 4.0624 0.9251 -1.4314
C 2.8872 1.1475 -0.7294
P 1.9790 -0.3484 -0.1613
C 3.2438 -1.0044 0.9922
C 2.9470 -0.9203 2.3470
C 3.8245 -1.4054 3.2990
C 5.0254 -1.9728 2.9055
C 5.3350 -2.0522 1.5547
C 4.4540 -1.5722 0.6018
C 2.1314 -1.5089 -1.5572
C 2.3789 -2.8570 -1.3043
C 2.5014 -3.7507 -2.3534
C 2.3633 -3.3112 -3.6598
C 2.0772 -1.9795 -3.9141
C 1.9502 -1.0829 -2.8695
C 2.6111 2.4610 -0.2444
C 3.6613 3.3950 -0.3987
H 0.3630 4.5607 -1.2018
H -1.1315 6.0079 -2.4616
H -3.6597 5.6104 -4.0789
H -4.2084 6.1627 -2.5038
H -5.3348 3.9600 -4.0975
H -5.9285 4.5696 -2.5607
H -5.9877 1.5354 -2.3198
H -4.6004 -0.0638 -1.1318
H -4.5445 -2.0552 0.1729
H -6.1311 -2.3493 2.0091
H -5.9548 -0.9706 4.0385
H -4.1132 0.6631 4.2655
H -2.4686 0.9279 2.4342
H -1.9645 -0.2891 -2.9730
H -2.2943 -2.0722 -4.6357
H -2.8127 -4.3696 -3.8979
H -2.8970 -4.8962 -1.4911
H -2.4968 -3.1242 0.1758
H 0.5451 4.6079 1.3864
H 2.5007 6.1234 1.2546
H 5.4611 5.6727 0.7103
H 4.7660 6.2970 -0.7784
H 6.6964 4.1166 -0.5383
H 5.9686 4.7074 -2.0233
H 5.9474 1.6471 -2.1715
H 4.2449 -0.0549 -1.8489
H 2.0034 -0.4844 2.6338
H 3.5579 -1.3415 4.3426
H 5.7165 -2.3516 3.6459
H 6.2686 -2.4992 1.2379
H 4.7109 -1.6612 -0.4426
H 2.4951 -3.1995 -0.2849
H 2.7321 -4.7879 -2.1539
H 2.4810 -4.0054 -4.4770
H 1.9737 -1.6361 -4.9312
H 1.7309 -0.0425 -3.0638
C -0.6601 1.4978 4.6902
C -0.0041 0.2669 4.0417
C -0.6437 -1.0403 4.5357
O -0.0211 0.3994 2.6798
H -0.4637 1.4978 5.7579
H -1.7324 1.5022 4.5292
H -0.2507 2.3946 4.2361
H 1.0568 0.2720 4.3776
H -1.7181 -1.0224 4.3688
H -0.4479 -1.1953 5.5922
H -0.2188 -1.8697 3.9766
S 0.0473 -2.8256 1.7272
C -0.0387 -4.3717 1.1109
N 0.0718 -4.7441 -0.1713
C -0.1132 -6.1696 -0.3556
C -0.1960 -6.6924 1.0918
N -0.2262 -5.4666 1.8670
H 0.1566 -4.0885 -0.9270
H 0.7236 -6.6048 -0.9057
H -1.0328 -6.3726 -0.9118
H 0.6746 -7.3023 1.3566
H -1.0982 -7.2854 1.2686
H -0.2467 -5.4549 2.8716

Atoms 1-6, force components in eV/Å:
Co -0.1 -0.2 1.2
O -0.8 0.3 1.2
S 0.7 1.3 -0.9
C 0.6 -0.5 0.1
C 0.2 -0.2 0.0
C -0.3 0.0 -0.1

Maximum force in eV Å⁻¹: 1.75
Net charge: +1
E_HOMO (alpha / beta) in eV: -10.1 / -10.2
Energy above the lowest of the compared OMol25 structures with the same formula, charge and spin in kcal per mole: 14.7
Spin multiplicity: 4

=====

C16H17N | wB97M-V/def2-TZVPD

Cartesian coordinates (Å):
C 2.4206 3.4719 2.0843
C -0.8433 2.6461 0.1938
C 0.4507 3.0840 0.4397
C -1.6747 2.2327 1.1847
C 1.1217 2.8162 1.6348
C -0.9819 1.8537 2.3071
C 0.3120 2.2002 2.6069
H -1.2991 2.6829 -0.7468
H 1.0409 3.5077 -0.4606
H -2.7441 2.2946 1.2587
H -1.5222 1.1413 2.9597
H 2.2426 4.3579 2.7826
H 2.9634 3.8851 1.2291
H 0.8367 2.2650 3.6827
H 3.1068 2.9321 2.6645
C -0.9462 -4.6529 -1.2076
C -0.0306 -1.1365 -0.3642
C -0.5665 -2.0313 -1.3004
C -0.6563 -3.3190 -0.5683
C -0.1740 -3.1227 0.6932
C 0.5858 0.0761 -0.8898
C 0.6236 0.2205 -2.2037
C 0.0753 -0.7688 -3.2668
C -0.5215 -1.8153 -2.6847
N 0.2288 -1.7598 0.8004
H 0.9710 0.9024 -0.1748
H 1.0039 1.2455 -2.5963
H 0.3927 -1.4253 1.7038
H 0.1347 -0.6729 -4.2765
H -0.3492 -3.6426 1.5703
H -0.9207 -2.6719 -3.3754
H -0.1564 -4.8353 -1.9466
H -2.0410 -4.8192 -1.2850
H -0.4299 -5.3592 -0.5464

Atoms 1-6, force components in eV/Å:
C -0.9 2.3 -0.6
C -0.4 1.5 -0.2
C 2.3 -0.2 -2.2
C 1.1 -0.3 1.0
C -1.2 1.3 1.2
C -1.2 -1.6 2.6

Maximum force in eV Å⁻¹: 6.43
Structure (SMILES): Cc1c[nH]c2ccccc12.Cc1ccccc1
E_HOMO in eV: -8.0
Energy above the lowest of the compared OMol25 structures with the same formula, charge and spin in kcal per mole: 85.3

=====

C34H33BrN6O2SSm | wB97M-V/def2-TZVPD

Cartesian coordinates (Å):
Sm 0.3987 -0.3423 -0.0301
C 3.3525 1.6373 3.3206
C 2.4723 2.0804 4.2970
C 1.1232 1.8039 4.1422
C 0.6827 1.1153 3.0136
N 1.5429 0.6586 2.0791
C 2.8408 0.9229 2.2471
C -0.7546 0.8133 2.8211
C -1.7632 1.4366 3.5590
C -3.0745 1.0294 3.3741
C -3.3502 -0.0056 2.4944
C -2.3017 -0.5637 1.7623
N -1.0383 -0.1316 1.9135
C -2.4831 -1.7003 0.8327
C -3.7439 -2.1996 0.5094
C -3.8452 -3.3203 -0.3005
C -2.6785 -3.9388 -0.7217
C -1.4648 -3.3672 -0.3730
N -1.3487 -2.2551 0.3520
H 4.4102 1.8376 3.3918
H 2.8315 2.6097 5.1668
H 0.4286 2.0972 4.9102
H 3.5194 0.5484 1.4860
H -1.5466 2.2294 4.2536
H -3.8737 1.4994 3.9270
H -4.3620 -0.3576 2.3921
H -4.6405 -1.7225 0.8684
H -4.8130 -3.7094 -0.5779
H -2.7040 -4.8399 -1.3107
H -0.5388 -3.8354 -0.6799
O 6.0075 -3.9049 0.6753
C 4.8389 -3.3205 0.6781
C 3.7397 -3.6968 1.4687
C 2.5576 -2.9960 1.3681
N 2.3674 -1.9510 0.5438
C 3.4339 -1.6022 -0.1874
Br 3.1029 -0.0521 -1.3279
C 4.6582 -2.2120 -0.1816
H 6.0987 -4.6572 1.2814
H 3.8185 -4.5282 2.1513
H 1.7065 -3.2718 1.9761
H 5.4746 -1.8803 -0.8031
C -3.5957 1.4317 -1.9360
C -3.6901 0.9108 -3.2184
C -2.7634 -0.0391 -3.6137
C -1.7740 -0.4541 -2.7203
N -1.6384 0.1098 -1.5009
C -2.5411 1.0260 -1.1343
C -0.8488 -1.5614 -3.0548
C -1.1357 -2.4501 -4.0931
C -0.2615 -3.4861 -4.3780
C 0.8797 -3.6152 -3.6034
C 1.0819 -2.7076 -2.5770
N 0.2539 -1.6981 -2.2870
H -4.3090 2.1561 -1.5755
H -4.4670 1.2364 -3.8926
H -2.8089 -0.4410 -4.6110
H -2.4129 1.4545 -0.1434
H -2.0367 -2.3556 -4.6757
H -0.4628 -4.1724 -5.1868
H 1.5921 -4.4059 -3.7843
H 1.9593 -2.8087 -1.9468
C -0.5526 3.5363 -2.5615
C 0.2482 4.3164 -1.5313
S 1.3676 3.1712 -0.6424
O 0.4835 2.0156 -0.1634
C 1.7584 4.1965 0.8429
C 0.6147 4.9501 1.4870
H -0.6947 4.1288 -3.4598
H -1.5305 3.2877 -2.1621
H -0.0442 2.6092 -2.8340
H -0.4070 4.8271 -0.8343
H 0.9049 5.0429 -2.0037
H 2.5297 4.8801 0.4876
H 2.2096 3.5018 1.5529
H 0.2310 5.7343 0.8408
H 0.9756 5.4415 2.3879
H -0.1958 4.2762 1.7597

Atoms 1-6, force components in eV/Å:
Sm -0.1 -0.1 0.1
C -0.2 0.0 0.0
C 0.1 -0.2 -0.2
C 0.0 -0.1 -0.2
C 0.5 0.2 0.2
N -0.2 0.1 0.3

Maximum force in eV Å⁻¹: 1.20
Net charge: +3
E_HOMO (alpha / beta) in eV: -16.6 / -16.6
Energy above the lowest of the compared OMol25 structures with the same formula, charge and spin in kcal per mole: 8.3
Spin multiplicity: 6

=====

C34H29N5O7PtS3 | wB97M-V/def2-TZVPD

Cartesian coordinates (Å):
Pt 0.0839 0.6489 -0.3981
O -2.3497 3.2037 1.4241
S -1.9000 2.4069 0.3358
O -0.6695 2.8259 -0.3713
O -1.5890 0.9786 0.7456
C -3.2298 2.3300 -0.8511
C -4.4102 2.9174 -0.4230
C -5.5400 2.9043 -1.2305
C -5.4934 2.2919 -2.4663
C -4.3151 1.6977 -2.9022
C -3.1782 1.7137 -2.1136
S -1.7322 0.9527 -2.8481
O -0.7482 1.9714 -3.0712
O -2.1937 0.1836 -3.9640
O -1.2770 -0.0243 -1.7542
H -4.4366 3.3785 0.5534
H -6.4511 3.3704 -0.8806
H -6.3697 2.2688 -3.1003
H -4.2626 1.2100 -3.8651
C -1.0116 -3.2390 -2.9215
C -0.6229 -3.8059 -1.5640
N -1.4478 -3.3054 -0.4630
C -2.7377 -3.9683 -0.2394
C -3.9115 -3.2219 -0.8629
C -1.1517 -2.2436 0.3141
S 0.4935 -1.5603 0.0376
N -2.0323 -1.8139 1.1531
C -1.7710 -1.0664 2.2808
O -0.7128 -1.0634 2.8873
C -2.9900 -0.4158 2.8655
C -2.8396 0.3957 3.9841
C -3.9311 1.0586 4.5202
C -5.1857 0.9056 3.9456
C -5.3439 0.0869 2.8356
C -4.2490 -0.5725 2.2968
H -0.3426 -3.6276 -3.6911
H -0.9594 -2.1505 -2.9195
H -2.0288 -3.5215 -3.1911
H 0.4232 -3.6054 -1.3516
H -0.7347 -4.8914 -1.5631
H -2.8851 -4.0618 0.8353
H -2.6574 -4.9710 -0.6602
H -3.9410 -2.1962 -0.4996
H -4.8468 -3.7144 -0.5924
H -3.8402 -3.2019 -1.9496
H -1.8555 0.5029 4.4208
H -3.8042 1.6993 5.3831
H -6.0401 1.4223 4.3644
H -6.3224 -0.0390 2.3893
H -4.3585 -1.2076 1.4286
N 7.5138 7.2526 -1.9597
C 6.7382 6.4333 -1.7434
C 5.7691 5.4051 -1.4703
C 6.0796 4.3856 -0.5740
C 5.1460 3.3993 -0.3084
C 3.9067 3.4218 -0.9406
C 3.6045 4.4379 -1.8440
C 4.5295 5.4329 -2.1046
C 2.8953 2.3669 -0.6795
C 2.3544 2.2600 0.5942
C 2.7194 2.9428 1.7809
C 1.9809 2.4059 2.8122
C 1.1455 1.4233 2.2482
N 1.3808 1.3269 0.9432
C 2.5733 1.5160 -1.7425
C 3.2288 1.3654 -2.9807
C 2.6448 0.2922 -3.6285
C 1.6342 -0.1878 -2.7878
N 1.6072 0.5228 -1.6588
H 7.0482 4.3699 -0.0937
H 5.3815 2.5995 0.3815
H 2.6379 4.4463 -2.3311
H 4.2982 6.2301 -2.7973
H 3.4632 3.7200 1.8437
H 2.0185 2.6688 3.8556
H 0.4048 0.7918 2.7187
H 4.0622 1.9600 -3.3176
H 2.9055 -0.1152 -4.5904
H 0.9292 -0.9860 -2.9538

Atoms 1-6, force components in eV/Å:
Pt -0.2 -0.3 0.0
O 0.1 0.1 0.0
S -0.1 0.0 0.0
O 0.1 -0.2 -0.2
O 0.1 0.1 0.0
C 0.0 -0.1 0.0

Maximum force in eV Å⁻¹: 0.88
E_HOMO in eV: -8.4
Energy above the lowest of the compared OMol25 structures with the same formula, charge and spin in kcal per mole: 0.0